Record 1
The following is a quantum chemistry calculation of 9 unconnected molecules or ions with the total composition C13H44N6O9 at a distorted geometry, from the Open Molecules 2025 dataset.

Last column: Löwdin charge in e.
Cartesian coordinates (Å):
C 1.198 -2.407 1.623  -0.07
C 0.422 -3.578 2.239  -0.38
O 0.707 -4.675 1.522  -0.04
H 2.158 -2.298 2.067  0.07
H 0.725 -1.425 1.807  0.04
H 1.335 -2.487 0.546  0.06
H -0.655 -3.437 2.255  0.09
H 0.688 -3.556 3.332  0.12
H 0.356 -5.440 2.012  0.11
C 1.538 0.688 4.025  -0.09
C 1.165 2.133 4.187  -0.33
O -0.181 2.274 3.977  -0.08
H 1.282 0.117 3.132  0.03
H 1.095 0.070 4.833  0.09
H 2.627 0.515 4.103  0.10
H 1.756 2.670 3.422  0.13
H 1.389 2.361 5.202  0.11
H -0.385 3.213 4.135  0.12
C 0.184 4.205 0.666  -0.05
C 0.441 3.693 -0.785  -0.28
O -0.391 2.582 -1.014  -0.10
H -0.867 4.368 0.745  0.06
H 0.624 5.180 0.863  0.07
H 0.484 3.490 1.443  0.06
H 1.507 3.487 -0.949  0.13
H 0.283 4.485 -1.446  0.08
H 0.154 1.798 -0.903  -0.01
C -3.397 -0.717 -2.362  -0.07
C -2.094 -0.015 -2.057  -0.29
O -1.135 -1.057 -2.020  -0.13
H -3.386 -1.153 -3.326  0.07
H -4.152 0.032 -2.232  0.08
H -3.631 -1.532 -1.714  0.06
H -2.299 0.540 -1.073  0.12
H -1.744 0.698 -2.788  0.10
H -1.219 -1.631 -2.800  0.13
C -3.053 -2.195 1.230  -0.66
O -3.573 -3.213 0.469  -0.13
N -2.034 -1.502 0.822  0.19
N -3.503 -1.880 2.411  0.14
H -1.753 -1.604 -0.146  0.09
H -1.720 -0.668 1.370  0.09
H -4.232 -2.521 2.823  0.15
H -2.915 -1.400 3.102  0.12
C 2.204 -2.517 -3.607  -0.68
O 2.574 -1.307 -4.217  -0.15
N 2.252 -2.595 -2.345  0.14
N 1.836 -3.597 -4.212  0.13
H 2.360 -1.714 -1.738  0.06
H 2.237 -3.583 -1.987  0.14
H 1.726 -3.554 -5.254  0.14
H 2.031 -4.525 -3.720  0.15
C 2.044 0.263 -0.317  -0.61
O 2.700 0.620 0.804  -0.06
N 0.747 0.297 -0.501  0.16
N 2.620 -0.246 -1.338  0.16
H 0.267 0.406 0.402  0.07
H 0.214 -0.299 -1.168  0.10
H 3.621 -0.130 -1.334  0.16
H 2.194 -0.300 -2.241  0.09
C 0.671 2.693 -4.054  -0.16
O 0.566 1.469 -3.372  -0.13
H 1.741 3.047 -3.975  0.09
H 0.050 3.475 -3.713  0.05
H 0.583 2.570 -5.153  0.09
H 0.468 1.732 -2.439  0.02
C -1.918 1.643 1.664  -0.10
O -0.668 0.930 1.664  -0.17
H -1.702 2.686 1.922  0.07
H -2.575 1.194 2.410  0.09
H -2.424 1.719 0.730  0.07
H -0.235 1.392 2.351  0.01

Output
- HOMO-LUMO gap: 9.38 eV
- Total charge: 0
- Lowest unoccupied orbital energy: 0.389 eV
- E: -1527.28569 hartree
- SMILES: NC(N)=O.NC(N)=O.NC(N)=O.CCO.CCO.CCO.CCO.CO.CO
- HOMO: -8.99 eV
- Strongest force on any atom: 9.69 eV/Å



Record 2
The following is a quantum chemistry calculation of 2 unconnected molecules or ions with the total composition C7H16N2O at a distorted geometry, from the Open Molecules 2025 dataset.

Last column: natural (NBO) charge in e.
Cartesian coordinates (Å):
C -1.043 0.957 0.083  -0.01
C -2.542 1.193 -0.128  -0.61
C -0.491 1.951 1.108  -0.62
N -0.344 1.213 -1.199  -0.82
H 2.007 -0.245 -0.156  0.15
H 0.645 1.389 -1.039  0.35
H -0.715 2.053 -1.640  0.36
H -2.747 2.217 -0.463  0.21
H -2.955 0.508 -0.878  0.24
H -3.097 1.027 0.802  0.21
H -0.574 2.983 0.747  0.22
H -1.043 1.904 2.053  0.21
H 0.566 1.758 1.326  0.21
C -0.509 -0.943 1.869  -0.74
C 1.866 -1.643 -1.889  -0.70
C -0.863 -0.545 0.456  0.61
C 2.375 -1.201 -0.555  0.15
N 3.172 -1.913 0.171  -0.62
O -1.039 -1.442 -0.376  -0.54
H 3.394 -2.794 -0.308  0.32
H -0.507 -0.109 2.566  0.22
H -1.247 -1.669 2.223  0.25
H 0.484 -1.402 1.870  0.26
H 2.649 -2.171 -2.438  0.22
H 1.549 -0.767 -2.460  0.23
H 1.011 -2.307 -1.748  0.26

Output
- HOMO-LUMO gap: 10.31 eV
- Total charge: 0
- Lowest unoccupied orbital energy: 0.766 eV
- E: -461.03715 hartree
- SMILES: CC(=O)C(C)(C)N.[H]/N=C\C
- HOMO: -9.54 eV
- Strongest force on any atom: 2.40 eV/Å



Record 3
The following is a quantum chemistry calculation of a single C5H8N2 molecule, from the Open Molecules 2025 dataset.

Last column: natural (NBO) charge in e.
Cartesian coordinates (Å):
C 0.979 -1.685 -1.783  -0.27
N 0.748 -1.040 -0.665  -0.04
C 0.085 0.280 -0.743  -0.26
C -0.382 0.467 0.666  -0.13
C -1.203 1.606 1.175  -0.62
C 0.274 -0.494 1.348  -0.03
N 1.017 -1.390 0.579  -0.34
H -0.574 0.259 -1.615  0.22
H 0.224 -1.564 -2.546  0.19
H 1.731 -2.453 -1.843  0.20
H 0.881 1.001 -0.981  0.22
H -1.250 1.582 2.269  0.22
H -2.233 1.587 0.797  0.21
H -0.772 2.575 0.887  0.21
H 0.226 -0.679 2.418  0.21

Output
- HOMO-LUMO gap (spin up / spin down): 7.47 / 7.47 eV
- Total charge: 0
- Lowest unoccupied orbital energy (spin up / spin down): 0.466 / 0.469 eV
- E: -304.72204 hartree
- HOMO (spin up / spin down): -7.01 / -7.01 eV
- Strongest force on any atom: 0.74 eV/Å



Record 4
The following is a quantum chemistry calculation of a molecular structure, C4H6O2, from the Open Molecules 2025 dataset.

Last column: natural (NBO) charge in e.
Cartesian coordinates (Å):
C -1.733 -0.371 -0.346  -0.70
C -0.513 0.013 0.387  0.00
O 0.909 -1.086 0.142  -0.59
C 1.673 0.167 0.102  -0.16
C 0.424 1.055 0.136  0.39
O 0.295 2.262 0.027  -0.59
H -2.357 0.534 -0.298  0.27
H -1.571 -0.594 -1.407  0.21
H -2.302 -1.182 0.122  0.22
H 0.598 -1.227 1.069  0.53
H 2.189 0.168 -0.861  0.22
H 2.388 0.259 0.925  0.21

Output
- HOMO-LUMO gap: 8.76 eV
- Total charge: 0
- Lowest unoccupied orbital energy: 0.463 eV
- E: -306.35085 hartree
- HOMO: -8.30 eV
- Strongest force on any atom: 0.80 eV/Å



Record 5
The following is a quantum chemistry calculation of a single C5H4N2O molecule at a distorted geometry, from the Open Molecules 2025 dataset.

Last column: natural (NBO) charge in e.
Cartesian coordinates (Å):
C 1.323 -0.591 -0.054  0.34
C -0.084 -0.523 0.118  0.03
C -1.266 -0.494 0.130  -0.03
C -2.532 -0.209 0.151  -0.11
C -3.714 0.118 -0.122  -0.15
H 0.964 2.498 0.483  0.48
H 2.730 0.660 -0.273  0.35
H 3.063 -1.576 0.109  0.36
H -4.842 0.316 -0.445  0.28
N 1.858 0.741 0.226  -0.33
N 2.011 -1.642 -0.167  -0.64
O 1.079 1.825 -0.203  -0.57

Output
- HOMO-LUMO gap: 9.26 eV
- Total charge: 0
- Lowest unoccupied orbital energy: -0.049 eV
- E: -377.43801 hartree
- SMILES: [H]/N=C(/C#CC#C)NO
- HOMO: -9.31 eV
- Strongest force on any atom: 9.12 eV/Å